Entry 1:
DFT (ωB97M-V/def2-TZVPD) results for a 3-piece molecular cluster, C20H41N5O7 overall at a distorted geometry.

Properties
- HOMO energy (Ha) = -0.331
- DFT total energy (eV) = -43188.9570
- SMILES = CC(=O)OCCCC[C@H]1C(=O)NC[C@]1(N)CC(N)(N)N.CCOC(C)=O.CCOC(C)=O
- gap between HOMO and LUMO (eV) = 9.443
- LUMO (eV) = 0.4

```
73
Properties=species:S:1:pos:R:3:lowdin_charge:R:1
C -7.3621 0.9468 -0.1171 0.02
C -6.4228 1.6143 0.8447 -0.52
O -6.0392 1.1037 1.8880 0.09
O -6.0568 2.8571 0.4369 -0.02
C -4.6765 3.1697 0.6789 -0.16
C -3.7811 2.5203 -0.3703 -0.16
C -2.4114 2.0953 0.1584 -0.18
C -2.4983 1.2163 1.4163 -0.15
C -1.3834 0.1741 1.5493 -0.13
C -0.8458 0.3051 2.9954 -0.45
O -0.5332 1.3379 3.5566 0.07
N -0.7431 -0.9572 3.5776 0.10
C -0.7663 -1.9330 2.4715 -0.13
C -1.8295 -1.3323 1.5035 -0.45
N -3.1043 -1.6561 2.0979 0.11
C -1.5386 -2.0203 0.1537 -0.08
C -2.6507 -2.0578 -0.9061 -0.68
N -3.1740 -0.7701 -1.2839 0.11
N -3.7622 -2.8526 -0.4489 0.09
N -2.0848 -2.6571 -2.1607 0.07
H -6.9173 0.9628 -1.1068 0.09
H -8.2845 1.5192 -0.1668 0.09
H -7.5823 -0.0586 0.2087 0.09
H -4.4116 2.8945 1.6930 0.11
H -4.6032 4.2486 0.6114 0.13
H -4.3007 1.6872 -0.8382 0.10
H -3.6310 3.2438 -1.1695 0.11
H -1.9304 1.5307 -0.6364 0.09
H -1.7997 2.9793 0.3193 0.12
H -2.5103 1.8727 2.2790 0.11
H -3.4657 0.7187 1.4114 0.09
H -0.4912 0.4060 0.9741 0.16
H 0.1225 -1.0115 4.0985 0.13
H 0.1891 -2.0675 1.9708 0.12
H -1.1984 -2.8434 2.8666 0.12
H -3.3059 -1.0375 2.8710 0.09
H -3.8730 -1.6077 1.4443 0.05
H -1.2907 -3.0599 0.3799 0.12
H -0.6362 -1.5825 -0.2600 0.12
H -2.4583 -0.1483 -1.6178 0.07
H -3.7008 -0.3493 -0.5356 0.06
H -3.5016 -3.8257 -0.4619 0.08
H -4.5427 -2.6886 -1.0666 0.08
H -1.3737 -3.3220 -1.8748 0.06
H -1.5580 -1.9281 -2.6316 0.06
C 3.4589 0.4019 3.3238 -0.05
C 3.8020 -1.0734 3.2811 -0.24
O 3.1779 -1.7353 2.1783 -0.02
C 3.7078 -1.7752 0.9388 -0.53
C 4.8750 -0.8823 0.5998 0.00
O 3.1814 -2.4787 0.1213 0.10
H 3.8303 0.9243 2.4421 0.07
H 3.8949 0.8676 4.2076 0.08
H 2.3772 0.5412 3.3564 0.07
H 4.8784 -1.2482 3.2756 0.11
H 3.4071 -1.5711 4.1657 0.12
H 4.5012 0.0470 0.1756 0.09
H 5.4807 -1.3819 -0.1486 0.08
H 5.5211 -0.6520 1.4432 0.08
C 4.5968 0.7264 -5.1621 -0.06
C 5.1968 1.8570 -4.3528 -0.24
O 5.3637 1.5007 -2.9779 0.00
C 6.4476 0.8549 -2.5129 -0.52
C 7.4276 0.2445 -3.4871 0.02
O 6.5714 0.7253 -1.3275 0.10
H 5.2506 -0.1455 -5.1814 0.07
H 4.4218 1.0467 -6.1892 0.08
H 3.6483 0.4147 -4.7258 0.08
H 6.1368 2.2146 -4.7747 0.11
H 4.5160 2.7059 -4.3396 0.12
H 7.1446 -0.7932 -3.6591 0.10
H 8.4141 0.2673 -3.0322 0.09
H 7.4896 0.7601 -4.4421 0.07
```

=====

Entry 2:
DFT (ωB97M-V/def2-TZVPD) results for C38H35BrN3NaO8P2 as an isolated structure.

Properties
- HOMO energy (Ha) = -0.067
- DFT total energy (eV) = -153867.4972
- gap between HOMO and LUMO (eV) = 5.550
- LUMO (eV) = 3.7
- net charge = -2

```
88
Properties=species:S:1:pos:R:3:lowdin_charge:R:1
Na 1.0438 0.0682 -0.3638 0.23
O 3.1385 0.2902 5.7010 0.06
C 2.9237 0.4687 4.5153 -0.30
C 3.0575 -0.5443 3.4204 -0.31
O 3.3503 -1.7298 3.5599 0.04
C 2.7466 0.1324 2.1565 -0.30
C 2.3786 1.4988 2.4295 -0.31
O 2.0067 2.3529 1.5752 -0.05
C 2.4519 1.7405 3.8773 -0.33
O 2.1575 2.7757 4.4680 0.03
O 2.7551 -0.4189 1.0165 -0.07
N -2.4108 0.8572 0.0312 -0.42
P -1.1128 1.6205 0.8584 1.02
C -1.4505 3.3860 0.4873 -0.33
C -2.4577 4.1165 1.1136 -0.09
C -2.7729 5.3953 0.6778 -0.10
C -2.0814 5.9546 -0.3892 -0.10
C -1.0667 5.2387 -1.0074 -0.08
C -0.7451 3.9618 -0.5677 -0.08
C -1.6076 1.5279 2.6058 -0.36
C -2.6957 0.7991 3.0719 -0.10
C -2.9427 0.7132 4.4371 -0.11
C -2.0941 1.3389 5.3391 -0.10
C -0.9964 2.0571 4.8785 -0.06
C -0.7573 2.1567 3.5178 -0.09
P -1.9263 0.2482 -1.5014 0.98
C -2.3066 1.6552 -2.6234 -0.36
C -3.4799 2.3991 -2.5071 -0.10
C -3.6771 3.5329 -3.2765 -0.10
C -2.7006 3.9291 -4.1844 -0.11
C -1.5386 3.1867 -4.3179 -0.08
C -1.3363 2.0546 -3.5360 -0.12
C -3.3268 -0.8650 -1.8797 -0.35
C -4.1729 -1.3588 -0.8909 -0.10
C -5.1860 -2.2539 -1.2135 -0.11
C -5.3525 -2.6720 -2.5248 -0.11
C -4.4963 -2.1985 -3.5123 -0.09
C -3.4876 -1.3027 -3.1964 -0.11
H -3.3286 1.2866 0.1097 0.05
H -2.9933 3.6842 1.9519 0.10
H -3.5570 5.9564 1.1728 0.09
H -2.3306 6.9517 -0.7333 0.09
H -0.5209 5.6720 -1.8365 0.10
H 0.0603 3.4082 -1.0385 0.09
H -3.3355 0.2779 2.3695 0.08
H -3.7888 0.1386 4.7957 0.09
H -2.2747 1.2482 6.4036 0.09
H -0.2952 2.5144 5.5649 0.11
H 0.1148 2.7022 3.1698 0.09
H -4.2485 2.0945 -1.8033 0.10
H -4.5863 4.1120 -3.1660 0.09
H -2.8504 4.8191 -4.7847 0.09
H -0.7779 3.4850 -5.0290 0.10
H -0.4366 1.4608 -3.6495 0.03
H -4.0276 -1.0527 0.1377 0.08
H -5.8382 -2.6310 -0.4346 0.09
H -6.1380 -3.3749 -2.7760 0.09
H -4.6044 -2.5380 -4.5352 0.10
H -2.7947 -0.9679 -3.9620 0.04
Br 0.0268 -1.2171 -4.6415 -0.47
C 3.0013 1.6808 -3.1271 -0.08
C 3.2286 1.9273 -1.6496 -0.32
O 1.9707 2.0943 -1.0196 -0.17
H 3.9528 1.5411 -3.6453 0.07
H 2.4830 2.5305 -3.5770 0.07
H 2.3892 0.7916 -3.2961 0.04
H 3.8433 2.8248 -1.5039 0.11
H 3.7679 1.0868 -1.1955 0.11
H 2.1003 2.2082 -0.0289 0.03
O 5.0593 -3.5233 -0.1709 -0.04
C 4.4418 -3.3505 1.1008 -0.24
N 3.8202 -4.5694 1.5765 0.11
C 2.7283 -5.1758 1.0496 -0.45
O 2.4841 -6.3590 1.2483 0.04
C 1.8312 -4.3446 0.1847 -0.12
C 1.4302 -4.8509 -1.0476 -0.01
C 0.6113 -4.0835 -1.8499 -0.05
C 0.1968 -2.8456 -1.3760 -0.16
N 0.5467 -2.3616 -0.1839 0.07
C 1.3584 -3.0996 0.5805 -0.07
H 4.4170 -3.2679 -0.8411 0.08
H 3.7384 -2.5227 1.0882 0.08
H 5.2231 -3.1004 1.8121 0.13
H 4.3949 -5.1982 2.1155 0.14
H 1.7786 -5.8290 -1.3563 0.12
H 0.3068 -4.3935 -2.8399 0.10
H -0.4131 -2.2122 -2.0086 0.00
H 1.6559 -2.6701 1.5312 0.12
```

=====

Entry 3:
DFT (ωB97M-V/def2-TZVPD) results for one molecule with the formula C6H6O2 at a distorted geometry.

Properties
- HOMO energy (Ha) = -0.340
- DFT total energy (eV) = -10410.5697
- SMILES = CC(=O)c1ccco1
- gap between HOMO and LUMO (eV) = 10.127
- LUMO (eV) = 0.9

```
14
Properties=species:S:1:pos:R:3:nbo_charge:R:1
C 2.2406 -0.3851 0.3006 -0.72
C 1.1520 0.5219 0.8016 0.53
O 1.3930 1.3986 1.6326 -0.51
C -0.2706 0.3714 0.2003 0.20
C -0.6606 0.2583 -1.0887 -0.32
C -2.0023 -0.1528 -0.9472 -0.29
C -2.3552 -0.2231 0.3182 0.12
O -1.2353 0.0568 1.0750 -0.38
H 1.9996 -1.5698 0.4481 0.25
H 2.1720 -0.0927 -0.8087 0.24
H 3.3286 -0.1461 0.9171 0.25
H -0.1530 0.5110 -2.0658 0.25
H -2.6582 -0.1917 -1.7263 0.22
H -2.9507 -0.3568 0.9432 0.17
```

=====

Entry 4:
DFT (ωB97M-V/def2-TZVPD) results for a 3-piece molecular cluster, C4H12O3 overall at a distorted geometry.

Properties
- HOMO energy (Ha) = -0.380
- DFT total energy (eV) = -10484.3203
- SMILES = CCCC=O.O.O
- gap between HOMO and LUMO (eV) = 11.078
- LUMO (eV) = 0.7

```
19
Properties=species:S:1:pos:R:3:nbo_charge:R:1
C 0.1540 2.5117 1.6676 -0.62
C 0.6267 1.8646 0.3189 -0.40
C -0.3751 0.8088 -0.2286 -0.53
C 0.1099 -0.5991 0.0127 0.45
O -0.1717 -1.5596 -0.6656 -0.56
H 0.4102 3.5299 1.9772 0.22
H 0.5466 1.8014 2.3959 0.21
H -0.9239 2.4436 1.7262 0.20
H 1.6377 1.4800 0.4569 0.20
H 0.7618 2.6020 -0.4649 0.21
H -0.4570 0.8943 -1.3193 0.24
H -1.3159 1.1119 0.2517 0.24
H 0.8476 -0.7879 0.8350 0.13
O 0.4899 -3.2433 1.6303 -0.96
H -0.2031 -3.2667 2.2918 0.47
H 0.0853 -3.1243 0.7604 0.49
O -0.9845 -2.0946 -4.2150 -0.93
H -0.4103 -1.4772 -3.7374 0.47
H -0.8280 -2.8956 -3.6939 0.47
```

=====

Entry 5:
DFT (ωB97M-V/def2-TZVPD) results for C21H50Cl10NO2PSSi2 as an isolated structure at a distorted geometry.

Properties
- HOMO energy (Ha) = -0.287
- DFT total energy (eV) = -189282.7809
- gap between HOMO and LUMO (eV) = 8.118
- LUMO (eV) = 0.3

```
88
Properties=species:S:1:pos:R:3:lowdin_charge:R:1
C 3.3726 -3.0736 2.8379 -0.09
C 1.9436 -2.5131 2.8339 -0.27
C 1.8646 -0.9918 2.7376 -0.26
C 2.6376 -0.3943 1.5448 -0.26
Si 1.6941 0.8357 0.5147 0.36
C 0.0444 0.1617 -0.0730 -0.25
C 0.0107 -1.3580 -0.2525 -0.23
C -1.3251 -1.8381 -0.7889 -0.27
O -2.2391 -1.9983 0.3078 -0.08
O 1.3891 2.1826 1.4622 -0.37
Si 0.7968 3.6070 0.9261 0.00
N -0.8568 3.5632 0.3996 -0.09
S 0.9827 4.8873 2.6212 0.46
P 3.0546 1.4982 -1.1519 0.88
C 4.2452 0.1038 -1.3606 -0.50
C 5.1931 0.3733 -2.5354 -0.17
C 2.0523 1.4637 -2.7155 -0.47
C 2.3831 2.6320 -3.6642 -0.17
H 3.4492 -3.9472 2.1937 0.07
H 4.1047 -2.3550 2.4805 0.06
H 3.6709 -3.3932 3.8326 0.07
H 1.3804 -2.9690 2.0207 0.09
H 1.4595 -2.8283 3.7574 0.05
H 2.2760 -0.5879 3.6627 0.10
H 0.8171 -0.6829 2.7327 0.09
H 2.9531 -1.1906 0.8673 0.07
H 3.5529 0.0874 1.8856 0.08
H -0.7136 0.4287 0.6674 0.08
H -0.2617 0.6344 -1.0072 0.05
H 0.8119 -1.7000 -0.9060 0.09
H 0.1240 -1.8127 0.7290 0.09
H -1.2326 -2.7876 -1.3100 0.07
H -1.7272 -1.0851 -1.4677 0.09
H -3.0601 -1.5963 0.0463 -0.01
H 1.5478 4.1660 -0.2107 -0.01
H -1.4108 2.8718 0.8878 0.02
H -0.9007 3.3443 -0.5903 0.02
H 0.3696 5.9608 2.1275 -0.28
H 4.8048 0.0686 -0.4280 0.06
H 3.7621 -0.8639 -1.4889 0.06
H 6.1469 -0.1228 -2.3797 0.06
H 4.7664 -0.0146 -3.4579 0.06
H 5.3593 1.4396 -2.6658 0.06
H 0.9999 1.4990 -2.4530 0.01
H 2.2489 0.5188 -3.2172 0.06
H 3.1313 3.2944 -3.2365 0.05
H 2.7676 2.2725 -4.6152 0.06
H 1.5004 3.2299 -3.8754 0.06
Cl 1.1928 7.9299 5.2308 0.54
C -0.2785 8.9016 4.9829 -0.67
C -1.1719 8.3090 3.9251 -0.65
Cl -0.4401 8.4102 2.3018 0.56
H 0.0297 9.9093 4.7185 0.07
H -0.8110 8.9296 5.9317 0.07
H -2.1112 8.8571 3.8859 0.07
H -1.3794 7.2606 4.1244 0.07
Cl -1.7524 -5.4878 -3.0943 0.55
C -0.2628 -5.6223 -4.0640 -0.66
C 0.8619 -4.8107 -3.4778 -0.64
Cl 0.5369 -3.0604 -3.5840 0.58
H -0.4967 -5.2982 -5.0743 0.07
H 0.0171 -6.6737 -4.0838 0.07
H 1.7822 -5.0029 -4.0257 0.07
H 1.0167 -5.0503 -2.4291 0.07
Cl 0.3806 -1.3072 6.2379 0.56
C -0.9550 -1.9063 5.2196 -0.66
C -1.4911 -3.2268 5.7053 -0.65
Cl -0.3134 -4.5482 5.4877 0.55
H -0.5841 -1.9846 4.2006 0.05
H -1.7429 -1.1562 5.2521 0.07
H -2.3770 -3.4916 5.1313 0.07
H -1.7482 -3.1852 6.7600 0.07
Cl -1.2809 0.7359 -7.5231 0.54
C -1.3327 -0.7697 -6.5701 -0.67
C -2.0650 -0.5931 -5.2668 -0.66
Cl -1.1698 0.4610 -4.1401 0.56
H -0.3082 -1.0912 -6.4032 0.06
H -1.8459 -1.5149 -7.1750 0.07
H -2.1731 -1.5601 -4.7774 0.06
H -3.0485 -0.1567 -5.4163 0.07
Cl -5.2183 -1.4121 -1.3571 0.58
C -6.4160 -1.0138 -0.0933 -0.64
C -7.2512 -2.2085 0.2848 -0.67
Cl -8.3366 -2.7098 -1.0359 0.54
H -7.0311 -0.2018 -0.4701 0.07
H -5.8613 -0.6653 0.7759 0.07
H -7.8782 -1.9555 1.1376 0.07
H -6.6273 -3.0599 0.5421 0.07
```

=====

Entry 6:
DFT (ωB97M-V/def2-TZVPD) results for one molecule with the formula C7H8ClF3N2 at a distorted geometry.

Properties
- HOMO energy (alpha / beta) (Ha) = -0.303 / -0.303
- DFT total energy (eV) = -31039.2591
- gap between HOMO and LUMO (alpha / beta) (eV) = 7.930 / 7.928
- LUMO (alpha / beta) (eV) = -0.3 / -0.3

```
21
Properties=species:S:1:pos:R:3:nbo_charge:R:1
C -1.8504 1.4484 0.6781 -0.30
C 0.7777 1.7345 0.6491 0.20
C -1.8851 0.5017 -0.2010 -0.04
C -0.5642 1.9689 1.2917 -0.50
C 0.3002 -0.4071 -0.2708 0.12
C 0.4703 -1.0180 -1.6670 -0.26
C 0.2504 -1.4397 0.7553 0.91
N 1.0726 0.7509 -0.0912 -0.45
N 1.8759 -1.4082 -1.7739 -0.84
F -0.6886 -2.3476 0.4355 -0.32
F 1.3887 -2.2207 0.8442 -0.34
F 0.0240 -1.0091 2.0232 -0.32
Cl -2.9980 -0.3973 -1.1122 0.07
H -2.8768 1.8546 1.0754 0.22
H 1.4144 2.5465 0.9364 0.19
H -0.5298 2.9826 1.3676 0.22
H -0.6843 1.4388 2.3389 0.26
H -0.0444 -1.9016 -1.7720 0.22
H -0.0274 -0.3512 -2.5060 0.21
H 2.2997 -0.5266 -1.6642 0.37
H 2.2751 -2.1999 -1.3370 0.39
```